## A
Below is a structure of composition CH7NO, with properties calculated with ωB97M-V/def2-TZVPD.

Geometry as XYZ:
```
10
Properties=species:S:1:pos:R:3:nbo_charge:R:1
C -1.125 0.263 0.320 -0.44
H 0.499 0.053 1.470 0.37
H -0.022 -1.585 0.928 0.39
H -1.325 -0.154 -0.670 0.23
H -1.886 0.633 1.167 0.20
H -0.555 1.302 0.106 0.18
H 0.839 0.441 -0.816 0.49
H 2.058 -0.760 -1.494 0.45
N 0.045 -0.563 0.705 -0.89
O 1.472 0.371 -1.716 -0.97
```

Gap between HOMO and LUMO, eV: 10.3
LUMO, eV: 0.696

=====

## B
Below is a cluster of 2 separate species, CH7NO in total, with properties calculated with ωB97M-V/def2-TZVPD.

Geometry as XYZ:
```
10
Properties=species:S:1:pos:R:3:nbo_charge:R:1
C 0.324 1.237 -1.475 -0.40
N 0.180 0.046 -0.733 -0.86
H 0.693 0.948 -2.468 0.17
H -0.609 1.822 -1.489 0.20
H 1.128 1.839 -1.082 0.17
H -0.767 -0.160 -0.466 0.37
H 0.618 -0.760 -0.944 0.35
O -0.501 -1.064 2.008 -0.95
H -0.539 -1.603 2.850 0.47
H 0.279 -1.321 1.516 0.48
```

SMILES: CN.O
Gap between HOMO and LUMO, eV: 9.7
LUMO, eV: 1.012

=====

Verdict on stability: B comes out on top.

=====

## A
Below is a cluster of 2 separate species, C9H14O in total, with properties calculated with ωB97M-V/def2-TZVPD.

Geometry as XYZ:
```
24
Properties=species:S:1:pos:R:3:nbo_charge:R:1
C 2.448 -1.651 1.097 -0.63
C 1.557 -0.559 0.519 -0.03
C 0.862 0.385 1.343 -0.20
C 0.202 1.383 0.663 -0.26
C 0.077 1.400 -0.745 0.27
O -0.306 2.564 -1.375 -0.70
C 0.700 0.471 -1.535 -0.24
C 1.454 -0.468 -0.845 -0.20
H 2.173 -1.802 2.144 0.21
H 3.492 -1.460 0.900 0.22
H 2.156 -2.640 0.681 0.22
H 0.767 0.291 2.424 0.22
H -0.285 2.194 1.214 0.21
H -1.249 2.738 -1.291 0.48
H 0.709 0.553 -2.604 0.23
H 1.966 -1.192 -1.453 0.20
C -2.441 -1.990 0.128 -0.62
C -3.221 -0.737 0.544 -0.61
H -1.793 -1.752 -0.728 0.22
H -2.132 -2.522 0.989 0.21
H -3.104 -2.715 -0.340 0.20
H -4.182 -0.861 0.076 0.21
H -2.699 0.183 0.276 0.20
H -3.217 -0.780 1.706 0.20
```

SMILES: Cc1ccc(O)cc1.CC
Gap between HOMO and LUMO, eV: 9.5
LUMO, eV: 0.872

=====

## B
Below is a cluster of 2 separate species, C9H14O in total, with properties calculated with ωB97M-V/def2-TZVPD.

Geometry as XYZ:
```
24
Properties=species:S:1:pos:R:3:nbo_charge:R:1
C -2.055 1.253 -0.372 -0.63
C -0.684 1.451 0.188 -0.04
C -0.173 0.730 1.233 -0.21
C 1.058 0.971 1.876 -0.21
C 1.750 2.067 1.364 -0.21
C 1.321 2.834 0.267 -0.22
C 0.115 2.500 -0.317 -0.19
H -2.526 0.303 -0.112 0.22
H -2.053 1.339 -1.458 0.22
H -2.758 1.984 0.042 0.22
H -0.746 -0.136 1.572 0.20
H 1.362 0.364 2.711 0.22
H 2.551 2.362 2.040 0.21
H 2.013 3.615 -0.008 0.22
H -0.223 3.119 -1.141 0.21
C 0.483 -2.147 -1.567 -0.67
C -0.409 -2.926 -0.632 -0.06
O 0.297 -3.967 0.018 -0.75
H 1.381 -2.773 -1.631 0.23
H 0.724 -1.099 -1.417 0.22
H 0.151 -2.205 -2.612 0.21
H -0.918 -2.349 0.158 0.16
H -1.254 -3.419 -1.124 0.18
H 0.592 -3.870 0.919 0.48
```

SMILES: Cc1ccccc1.CCO
Gap between HOMO and LUMO, eV: 9.9
LUMO, eV: 0.836

=====

Verdict on stability: B comes out on top.